No. 1
CMgNaO2 | wB97M-V/def2-TZVPD

```
5
Properties=species:S:1:pos:R:3:forces:R:3
O -2.458388 0.330166 -0.025255 8.94 -2.49 0.08
C -1.272216 -0.006070 -0.016917 -3.48 -0.22 1.12
O 0.173899 -0.543457 0.212230 -5.66 2.73 -1.21
Mg 2.461763 -1.050447 0.572251 0.00 -0.38 0.22
Na 1.094941 1.269806 -0.742308 0.21 0.35 -0.21
```
Positions in Å, forces in eV/Å.

Computed properties:
Kohn-Sham gap (spin up / spin down) ... 5.95 / 5.94 eV
Total charge ... +1

Atom charges from the natural (NBO) analysis, given in e for atoms 1 to 2: -0.368, 0.946



No. 2
C34H47N2O2Rh | wB97M-V/def2-TZVPD

```
86
Properties=species:S:1:pos:R:3:forces:R:3
Rh -1.692772 -0.604871 1.460191 -1.16 0.01 -0.98
C 5.329434 -1.558632 -0.412637 -0.14 -0.02 0.03
C 4.496471 -0.291007 -0.681793 0.22 0.01 -0.07
C 5.301816 0.965603 -0.287732 -0.08 -0.03 0.04
C 4.192392 -0.231336 -2.181629 0.01 0.03 0.15
C 3.249602 -0.309569 0.166208 -0.57 0.20 -0.73
C 1.998812 -0.120321 -0.381198 0.70 0.00 -0.28
C 0.887260 -0.183479 0.450562 -0.66 0.22 -0.20
N -0.403974 -0.079329 0.099561 0.83 -0.30 0.08
C -0.943001 0.146731 -1.127774 -0.55 0.23 -0.03
C -0.436969 0.909383 -2.162061 0.30 0.10 -0.11
C -1.181065 1.054012 -3.328040 0.11 0.01 0.29
C -2.334388 0.240131 -3.494664 -0.13 -0.22 0.16
C -2.899612 -0.535080 -2.510754 -0.24 -0.39 -0.06
C -2.297593 -0.420251 -1.212770 0.49 0.39 -0.08
O -2.839356 -0.762970 -0.102930 -0.02 -0.48 0.02
C -4.091712 -1.439960 -2.851867 -0.25 0.34 0.03
C -3.755034 -2.189794 -4.148918 0.06 0.00 -0.06
C -4.443001 -2.492004 -1.793260 0.27 0.08 -0.01
C -5.315141 -0.524309 -3.066373 0.07 -0.14 0.01
C -0.793583 2.101528 -4.344166 -0.02 0.23 -0.11
C -1.558687 1.961815 -5.662854 0.07 -0.08 0.08
C 0.714170 2.083842 -4.634637 -0.05 -0.12 0.05
C -1.171407 3.457900 -3.696155 0.02 -0.09 -0.08
C 1.020668 -0.487056 1.886517 -0.41 0.01 0.19
O -0.074923 -0.637262 2.517178 1.07 -0.21 0.81
C 2.332551 -0.600760 2.465606 0.50 -0.13 0.12
C 3.371265 -0.488113 1.579356 -0.35 -0.15 0.73
C 2.621867 -0.741586 3.962900 -0.04 0.28 0.21
C 1.621591 -1.599900 4.755057 0.03 -0.08 -0.34
C 4.019346 -1.334484 4.179840 0.02 0.06 -0.01
C 2.589598 0.696527 4.533767 -0.03 -0.19 -0.05
H 6.284993 -1.475090 -0.928464 0.00 0.01 -0.02
H 5.537694 -1.719855 0.644987 0.04 0.02 -0.01
H 4.810615 -2.438652 -0.796554 0.04 -0.03 0.03
H 6.195484 1.022893 -0.908631 0.01 -0.01 0.02
H 4.710296 1.867644 -0.454063 0.04 0.02 0.01
H 5.616783 0.945679 0.756330 0.02 0.00 -0.01
H 5.128198 -0.327705 -2.729766 -0.01 0.02 -0.03
H 3.540264 -1.050157 -2.491342 0.02 0.00 -0.04
H 3.744274 0.722568 -2.468756 -0.03 -0.02 -0.02
H 1.885089 0.047437 -1.441240 -0.01 -0.12 0.08
H 0.483573 1.459522 -2.022839 -0.07 -0.01 -0.05
H -2.804470 0.225358 -4.467838 0.04 0.07 0.06
H -2.819178 -2.742351 -4.044178 -0.01 -0.01 -0.03
H -4.542038 -2.910669 -4.366821 -0.04 0.05 -0.02
H -3.669109 -1.523214 -5.007044 -0.03 -0.07 -0.02
H -3.598630 -3.159027 -1.602097 -0.02 0.01 0.06
H -4.768660 -2.048276 -0.859990 -0.03 0.05 0.13
H -5.262607 -3.102654 -2.169804 0.02 0.01 -0.05
H -5.145049 0.183855 -3.877977 -0.03 0.00 -0.01
H -6.182720 -1.135468 -3.317330 -0.01 0.04 -0.02
H -5.543446 0.038715 -2.159767 -0.03 0.00 0.00
H -1.356516 1.001028 -6.140880 -0.05 0.01 -0.03
H -2.634425 2.077802 -5.523970 0.00 0.00 -0.04
H -1.232638 2.744384 -6.345503 -0.01 0.01 -0.01
H 1.023833 1.114561 -5.029135 0.04 0.01 0.00
H 0.942430 2.841175 -5.383131 0.00 0.01 0.00
H 1.310540 2.315322 -3.751154 0.02 0.00 -0.02
H -2.237382 3.498620 -3.466341 0.01 0.03 0.01
H -0.605938 3.635567 -2.780570 -0.01 0.01 0.01
H -0.942286 4.257772 -4.400609 -0.01 0.01 0.01
H 4.370529 -0.563551 1.984190 -0.05 0.00 -0.14
H 1.492500 -2.586125 4.303537 -0.01 0.00 0.04
H 2.005974 -1.740455 5.765016 0.04 0.00 -0.04
H 0.655549 -1.120106 4.842561 -0.23 0.06 -0.06
H 4.145129 -2.275348 3.640763 0.01 -0.02 0.02
H 4.809563 -0.644387 3.880494 0.04 -0.05 0.06
H 4.157828 -1.536152 5.240537 0.02 0.03 0.00
H 1.600308 1.142368 4.407228 0.00 0.02 0.04
H 2.818740 0.661972 5.599378 -0.01 0.04 0.00
H 3.326995 1.331167 4.040277 0.00 0.02 0.02
N -3.224698 -1.090437 2.873935 0.50 0.12 -0.11
C -2.774332 -0.196251 3.912299 -0.14 0.45 0.54
C -2.392025 -0.683961 5.152930 -0.01 -0.15 -0.14
C -1.879479 0.184087 6.104196 0.01 0.03 -0.02
C -1.741636 1.535945 5.817918 0.03 0.03 -0.03
C -2.138582 2.025508 4.581448 0.02 0.01 0.10
C -2.664805 1.167374 3.628080 -0.15 -0.22 -0.07
H -3.279959 -2.043952 3.211699 0.01 -0.10 -0.02
H -4.134952 -0.833764 2.504505 -0.07 0.02 0.01
H -2.501582 -1.738699 5.379667 0.01 0.01 0.00
H -1.599531 -0.200124 7.075682 0.02 0.01 0.00
H -1.343496 2.211252 6.562747 -0.01 -0.01 0.01
H -2.056337 3.081844 4.364569 -0.03 0.00 0.00
H -3.035302 1.559611 2.686288 0.03 0.01 -0.01
```
Positions in Å, forces in eV/Å.

Computed properties:
Kohn-Sham gap (spin up / spin down) ... 4.89 / 5.03 eV
Energy above the lowest of the compared OMol25 structures with the same formula, charge and spin ... 0.407 eV
Total charge ... +2

Atom charges from the Mulliken analysis, given in e for atoms 1 to 2: 0.832, -1.574



No. 3
C14H14BrN3O2S | wB97M-V/def2-TZVPD

```
35
Properties=species:S:1:pos:R:3:forces:R:3
N 0.517479 1.661955 -3.326749 0.29 -0.33 0.67
O -0.878001 -0.048999 2.196444 1.16 0.71 -1.16
O 0.876486 -1.604432 1.454914 -0.42 2.31 -0.74
Br 5.201821 4.009510 1.117210 -0.63 -0.49 0.19
C 0.942220 0.816257 -2.665864 -0.16 0.07 -0.79
C -4.243840 -2.682835 -0.613532 0.56 1.57 -0.17
C -3.502166 -1.578612 -1.238561 -0.72 -1.20 0.58
C -3.925114 -2.677532 0.721754 0.96 0.23 -1.17
C -2.733009 -1.011338 -0.267781 -0.65 -0.62 -0.47
C 3.752239 1.709603 2.086581 -0.36 -1.03 1.22
C 2.572490 3.062679 0.479308 -0.14 -0.55 -0.46
C 2.674263 0.778027 2.170467 -0.38 0.74 -1.09
C 1.523166 2.125899 0.480938 0.33 -0.43 1.11
C 3.688952 2.827050 1.271528 0.04 -0.07 -0.21
C 1.540461 0.994284 1.337550 0.88 0.41 -0.22
N -2.918919 -1.734839 0.893666 -0.32 0.77 0.41
N -0.451598 -0.225088 -0.381847 2.54 0.36 2.75
C -1.833486 0.163479 -0.490194 -0.81 0.07 0.73
C 1.403981 -0.399957 -1.975340 0.13 0.23 -0.06
C 0.193004 -1.105966 -1.351788 0.59 -0.08 0.71
S 0.221962 -0.295066 1.264183 -0.68 -2.14 -0.47
H -4.965816 -3.320729 -1.069735 -0.28 -0.22 -0.24
H -3.499208 -1.211825 -2.253443 -0.28 -0.24 -0.07
H -4.319412 -3.323880 1.487536 0.34 0.14 0.23
H 4.629262 1.559195 2.740035 -0.54 0.02 -0.54
H 2.611539 3.898159 -0.227544 -0.38 -0.33 0.35
H 2.705806 -0.123327 2.790414 0.20 0.47 -0.16
H 0.674572 2.254215 -0.153906 -0.35 0.19 -0.46
H -2.445280 -1.466992 1.746788 -0.30 -0.19 0.02
H -1.987006 0.567693 -1.511615 -0.05 -0.20 0.61
H -2.060727 0.964903 0.256949 0.36 -0.51 -0.70
H 2.162147 -0.102394 -1.222031 -0.39 -0.40 -0.38
H 1.848619 -1.073333 -2.723202 0.11 0.31 0.24
H 0.536164 -2.052997 -0.892577 -0.29 0.47 -0.12
H -0.513053 -1.352769 -2.130554 -0.37 -0.03 -0.12
```
Positions in Å, forces in eV/Å.

Computed properties:
SMILES ... N#CCCN(Cc1ccc[nH]1)S(=O)(=O)c1ccc(Br)cc1
Kohn-Sham gap ... 8.26 eV

Atom charges from the natural (NBO) analysis, given in e for atoms 1 to 2: -0.333, -0.932



No. 4
C6H8N2O2S | wB97M-V/def2-TZVPD

```
19
Properties=species:S:1:pos:R:3:forces:R:3
C -0.030605 -1.497331 -1.187230 -0.78 0.88 -0.98
C -1.731596 0.235393 -0.792516 -0.17 -2.44 -1.95
C 1.172939 -0.579798 -1.373315 0.48 -0.76 2.56
C 0.898468 0.625202 -0.417921 1.66 -1.27 1.46
C 0.025562 0.222918 0.781374 2.04 3.27 -0.43
C -0.207784 1.360440 1.796634 -1.88 -1.21 -2.45
N -1.295849 -0.743774 -1.402919 0.35 0.64 0.46
N -0.199385 -0.990109 1.099449 0.17 -0.26 -0.39
O -0.645966 -1.390685 2.147775 -0.59 -1.16 1.11
O -0.012244 -1.992706 0.101781 -0.01 -0.49 1.38
S -2.706145 1.383230 -0.373866 -0.29 0.61 0.26
H 0.022161 -2.424424 -1.785074 -0.35 0.73 -0.07
H 2.043608 -1.269067 -1.205271 -0.49 1.04 0.40
H 1.313562 -0.155833 -2.299829 -0.07 0.46 -2.45
H 1.792392 1.147501 0.073522 -0.77 -1.05 -0.94
H 0.466443 1.377713 -1.032338 -0.78 0.77 -0.16
H -0.868406 0.887096 2.529295 0.01 0.79 0.17
H -0.766088 2.136451 1.113657 1.23 -0.95 1.91
H 0.728926 1.667774 2.226798 0.25 0.41 0.11
```
Positions in Å, forces in eV/Å.

Computed properties:
SMILES ... CC1=[N+]([O-])O[C@@H](N=C=S)CC1
Kohn-Sham gap ... 9.03 eV
Energy above the lowest of the compared OMol25 structures with the same formula, charge and spin ... 5.348 eV

Atom charges from the natural (NBO) analysis, given in e for atoms 1 to 2: 0.231, 0.183